91
Properties=species:S:1:pos:R:3:forces:R:3 method="wB97M-V/def2-TZVPD" multiplicity=1 lumo_ev=-1.579 de_lowest_kcal_mol=15.0 homo_energy_ha=-0.443 total_charge=+1 homo_lumo_gap_ev=10.49
Ag -0.3783 0.0919 -0.7332 -0.145 -0.011 0.158
C -1.4220 4.6196 -3.4055 0.329 0.221 0.045
C -1.3005 3.3392 -4.2235 1.023 0.863 0.704
O -2.5174 2.6068 -4.0461 0.311 -0.352 -0.374
C -2.5662 1.7789 -3.0076 0.472 0.232 -0.125
O -1.6063 1.4171 -2.3580 -0.521 0.089 -0.044
O -3.8316 1.4578 -2.8322 -0.708 -0.535 -0.008
C -4.2225 0.8385 -1.5975 1.016 0.490 0.685
H -1.6513 4.3792 -2.3653 -0.244 -0.151 -0.055
H -2.1631 5.3178 -3.7912 -0.059 -0.090 -0.006
H -0.4628 5.1371 -3.3296 0.032 0.009 -0.347
H -0.3974 2.8414 -3.8656 -0.450 -0.648 0.184
H -1.0883 3.5109 -5.2766 -0.743 0.030 -0.129
H -4.3846 1.6587 -0.8964 -0.462 -0.132 0.048
H -3.3942 0.2777 -1.1616 -0.083 -0.287 -0.267
H -5.1110 0.2297 -1.7188 0.012 0.130 -0.355
C -3.5850 -0.7421 4.4200 0.475 1.044 -0.423
C -3.0596 -0.3219 3.0329 0.095 -2.051 0.496
O -3.1685 1.0581 2.8540 -0.247 1.291 0.925
C -2.6431 1.6426 1.7989 0.052 -0.615 -1.268
O -2.0242 1.0691 0.9206 -0.159 0.418 0.378
O -2.9778 2.9181 1.8114 -0.729 0.182 0.709
C -2.7500 3.7494 0.6818 1.583 -0.503 -0.420
H -3.6148 -1.8252 4.5163 -0.300 -0.004 -0.233
H -4.5467 -0.2586 4.5841 -0.154 -0.371 0.134
H -2.9019 -0.3944 5.1968 -0.028 0.136 -0.010
H -3.6421 -0.8293 2.2602 0.065 0.050 -0.111
H -2.0273 -0.6690 2.9598 0.113 0.295 -0.323
H -3.2908 4.6779 0.8205 -0.171 -0.178 0.032
H -2.9520 3.2365 -0.2589 -0.498 0.036 0.120
H -1.6723 3.9312 0.6388 -0.054 0.369 -0.004
C 1.1187 -3.2988 4.9801 0.297 0.264 0.039
C 2.0792 -2.9549 3.8497 -0.637 -0.180 0.481
O 1.3340 -2.5221 2.6813 0.246 0.160 -0.075
C 0.9881 -1.2323 2.5096 -0.080 -1.350 -0.833
O 0.3671 -0.9022 1.5278 0.156 0.341 0.404
O 1.3978 -0.4904 3.4981 0.651 0.986 1.030
C 1.3568 0.9538 3.3890 0.119 -0.673 -0.810
H 0.7621 -2.4103 5.5009 0.002 0.035 -0.055
H 1.6682 -3.9124 5.6949 -0.201 -0.060 0.100
H 0.2552 -3.8451 4.6035 0.096 -0.153 -0.006
H 2.6136 -3.8630 3.5787 -0.080 0.100 -0.487
H 2.8076 -2.2156 4.1745 -0.043 0.137 -0.209
H 1.7540 1.2330 2.4127 -0.283 0.027 -0.113
H 2.0565 1.3315 4.1274 -0.405 -0.025 0.333
H 0.3207 1.2633 3.4916 0.132 0.347 0.178
C 4.6236 -2.6781 1.1124 -0.015 0.171 -0.956
C 4.7164 -1.3750 0.3256 1.275 0.529 2.078
O 3.4617 -0.7940 -0.0421 -0.368 -0.259 -0.824
C 2.7243 -1.3702 -1.0075 1.013 -1.028 0.030
O 1.6591 -0.9620 -1.3647 -0.263 0.308 -0.033
O 3.3110 -2.4678 -1.5365 -0.186 -0.005 0.952
C 2.4880 -3.1676 -2.4955 0.063 1.321 -0.826
H 3.9882 -3.3393 0.5250 0.175 -0.476 0.499
H 4.2655 -2.5263 2.1270 -0.339 0.059 -0.111
H 5.6410 -3.0595 1.2038 -0.090 -0.272 -0.140
H 5.5130 -1.3522 -0.4174 -0.730 -0.392 -0.783
H 5.1332 -0.6814 1.0638 -0.359 0.444 -0.171
H 1.4861 -3.3837 -2.1311 0.140 0.001 0.264
H 2.9921 -4.0553 -2.8619 0.263 0.054 0.392
H 2.4270 -2.4212 -3.2905 -0.482 -0.568 -0.427
C 4.4306 3.7671 0.7861 -0.080 -0.553 0.355
C 3.2717 2.8873 0.3781 0.062 -0.049 0.630
O 3.1770 3.0344 -1.0411 -0.539 0.092 -0.134
C 2.0703 2.5853 -1.6354 0.949 -0.063 -0.499
O 1.1801 1.9906 -1.0976 -0.210 0.279 0.171
O 2.0924 2.8123 -2.9550 -0.757 -0.598 -0.185
C 3.1003 3.5798 -3.5677 1.643 1.676 0.247
H 4.6084 3.6576 1.8572 -0.091 0.169 0.028
H 4.1738 4.7986 0.5551 0.303 0.058 0.001
H 5.3462 3.4432 0.2932 -0.017 0.236 -0.177
H 2.3610 3.2000 0.8944 -0.169 0.198 -0.414
H 3.3840 1.8327 0.6397 0.283 -0.037 -0.245
H 2.8859 4.6502 -3.4983 -0.377 -0.070 0.111
H 3.2893 3.4034 -4.6246 -0.806 -0.797 0.038
H 4.0746 3.4905 -3.0853 -0.159 -0.392 0.132
C -4.2113 -3.7173 -3.9268 1.047 -0.116 0.941
C -3.1676 -2.9481 -3.1170 -0.350 1.263 -1.262
O -3.0089 -3.6279 -1.8830 -0.086 -0.043 -0.266
C -2.4093 -3.0397 -0.8757 0.653 -0.112 1.177
O -1.6173 -2.1200 -0.8685 -0.524 -0.148 -0.648
O -2.7785 -3.7019 0.2273 0.029 0.159 0.276
C -1.9803 -3.4798 1.3887 0.939 -0.124 0.598
H -5.0497 -3.8564 -3.2461 -0.404 0.088 -0.497
H -3.8025 -4.7040 -4.1458 -0.121 -0.022 -0.177
H -4.4252 -3.1918 -4.8533 -0.307 -0.016 0.092
H -3.4968 -1.9161 -2.9540 -0.329 -0.122 0.436
H -2.2515 -2.7600 -3.6834 0.379 -0.759 0.320
H -0.9436 -3.7717 1.2132 -0.043 -0.133 -0.215
H -2.3539 -4.0838 2.2125 -0.364 -0.196 -0.349
H -1.9051 -2.4605 1.7545 -0.447 0.333 -0.523